{"formula": "C8H17IN3", "method": "ωB97M-V/def2-TZVPD", "de_lowest_kcal_mol": 53.1, "total_charge": 1, "homo_lumo_gap_ev": [7.0, 7.0], "lumo_ev": [-3.76, -3.76], "symbols": ["C", "C", "C", "C", "C", "C", "C", "C", "N", "N", "N", "I", "H", "H", "H", "H", "H", "H", "H", "H", "H", "H", "H", "H", "H", "H", "H", "H", "H"], "positions_angstrom": [[-1.9287, -0.5141, 0.6941], [0.0674, -1.7049, -0.1658], [-0.8456, -0.5303, -0.5109], [-0.9890, -0.9793, 1.8709], [0.6148, 0.9293, 0.6008], [-1.7677, 2.3975, -1.4017], [1.3007, -1.9319, 1.9086], [-0.4740, 1.5906, -1.6348], [0.0961, -1.5201, 1.3014], [-0.1470, 0.7207, -0.5235], [1.6465, 2.0776, 0.1918], [-0.5776, 2.1321, 2.1753], [-2.4817, 0.4811, 0.7123], [-2.5942, -1.3284, 0.3271], [-0.1182, -2.8009, -0.4104], [1.0924, -1.5135, -0.5634], [-1.4120, -0.4939, -1.4244], [-1.2265, -1.1013, 2.9494], [-1.4905, 2.9943, -0.6252], [-2.0534, 3.0038, -2.3663], [-2.5524, 1.6487, -1.0798], [1.2866, -2.8757, 2.4503], [1.9346, -2.0730, 1.0469], [1.7902, -0.9841, 2.4220], [-0.4489, 0.9061, -2.5076], [0.3348, 2.2805, -1.8484], [1.0419, 2.9090, 0.2180], [2.0121, 1.8552, -0.8265], [2.3758, 2.0326, 0.9026]], "forces_ev_per_a": [[0.9, -0.8, -1.0], [0.6, 0.4, -0.2], [-1.9, 0.7, 0.9], [0.1, -1.1, -2.6], [1.4, 0.4, -1.2], [-0.7, -2.2, -3.6], [2.6, 1.8, 1.1], [-0.2, -0.2, -1.0], [-3.1, 0.4, 1.2], [1.3, -0.6, 0.3], [-0.7, -1.3, -2.1], [-0.2, 0.3, 0.9], [0.8, -1.6, 0.6], [0.0, 0.4, 1.0], [-0.6, 1.5, 0.2], [-0.8, 0.1, 0.4], [-0.1, -1.0, -0.5], [0.6, 0.6, -0.9], [-0.1, 2.1, 2.2], [0.3, -1.2, 2.0], [0.5, 1.3, -0.6], [-0.3, 0.3, 0.4], [0.7, -0.4, 0.2], [-1.2, -2.3, -0.4], [-0.5, 0.6, 0.2], [0.2, 0.2, 0.1], [1.1, 0.3, -0.1], [-0.7, 0.7, 2.7], [-0.1, 0.5, -0.2]], "mulliken_charge": [-0.695, -0.832, -0.542, -0.249, -0.840, -0.884, -0.955, -0.777, 0.266, 0.204, -0.254, -0.113, 0.321, 0.464, 0.282, 0.344, 0.841, 0.431, 0.328, 0.356, 0.190, 0.353, 0.348, 0.315, 0.438, 0.534, 0.400, 0.383, 0.344]}

{"formula": "C4H12N2O2P", "method": "ωB97M-V/def2-TZVPD", "total_charge": 1, "s_squared": 2.024, "spin_multiplicity": 3, "homo_lumo_gap_ev": [7.1, 6.8], "lumo_ev": [-4.70, -6.10], "symbols": ["C", "C", "C", "C", "N", "N", "O", "O", "P", "H", "H", "H", "H", "H", "H", "H", "H", "H", "H", "H", "H"], "positions_angstrom": [[-0.7658, 0.8016, 2.1263], [1.6770, 1.2239, -1.8288], [-1.6662, 0.2897, 1.0173], [1.8681, -0.7547, -0.3388], [-1.3944, -2.6292, 0.9927], [2.0318, -0.1315, -1.5369], [-2.0456, -3.2688, 0.2416], [-0.6582, -1.9428, -1.3849], [-0.2862, -1.4665, 0.0728], [-1.2932, 1.5730, 2.6555], [-0.3037, 0.1634, 2.8481], [-0.0851, 1.5115, 1.7763], [0.6628, 1.4276, -2.0300], [1.9709, 1.8358, -1.0869], [2.4114, 1.5084, -2.7186], [-1.9502, 0.9028, 0.1942], [-2.4598, -0.3047, 1.4939], [1.7714, -0.0574, 0.4171], [2.3639, -1.6533, -0.1912], [1.9995, -0.7569, -2.3826], [-1.2345, -2.7207, -1.2473]], "forces_ev_per_a": [[-1.1, 1.2, -0.9], [2.4, -0.6, -3.8], [2.0, -3.0, 1.1], [-0.3, 1.7, -2.5], [2.1, 1.2, 0.8], [-1.3, -3.1, -0.4], [-1.7, -1.8, -0.7], [0.0, -0.3, -0.4], [-1.9, 2.6, 1.9], [-1.2, -0.1, 0.9], [0.0, -0.9, 0.1], [2.0, 0.5, -1.1], [-1.3, -0.1, -0.7], [1.0, 2.0, 2.9], [-2.0, -0.3, 1.6], [-0.1, 0.5, -0.3], [0.1, 0.0, -0.9], [0.3, 1.1, 1.9], [0.7, -1.6, 0.3], [0.4, 0.8, 1.3], [-0.2, 0.0, -0.9]], "mulliken_spin": [-0.009, 0.000, 0.098, 0.025, 0.923, 0.104, 0.713, -0.016, 0.124, 0.008, 0.002, 0.001, 0.003, 0.001, 0.003, 0.003, -0.007, 0.002, 0.009, -0.004, 0.019]}

{"formula": "C31H50F3N2O6PS4", "method": "ωB97M-V/def2-TZVPD", "homo_lumo_gap_ev": 6.7, "lumo_ev": -1.68, "symbols": ["F", "C", "F", "C", "F", "C", "C", "C", "C", "P", "S", "C", "C", "C", "C", "S", "C", "S", "C", "N", "S", "N", "C", "H", "H", "H", "H", "H", "H", "H", "H", "H", "H", "H", "H", "H", "H", "C", "C", "O", "C", "H", "H", "H", "H", "H", "H", "C", "C", "O", "C", "H", "H", "H", "H", "H", "H", "C", "C", "O", "C", "H", "H", "H", "H", "H", "H", "C", "C", "O", "C", "H", "H", "H", "H", "H", "H", "C", "C", "O", "C", "H", "H", "H", "H", "H", "H", "C", "C", "O", "C", "H", "H", "H", "H", "H", "H"], "positions_angstrom": [[-0.0397, 1.3044, 1.0499], [0.9895, 2.2596, 0.9066], [1.8469, 2.4752, 2.0342], [1.2800, 3.0007, -0.2708], [1.5515, 4.4096, -0.1321], [1.3551, 2.3862, -1.7539], [2.6117, 2.9638, -2.6137], [3.4290, 1.6760, -3.1532], [4.1318, 0.6502, -2.2008], [4.1160, 0.8765, -0.3122], [4.6157, 2.6942, 0.2439], [4.8608, -0.5745, -2.8758], [5.6112, -1.7492, -2.0456], [4.5992, -3.0351, -2.1308], [3.8145, -3.2597, -0.7381], [2.0082, -2.7728, -1.0056], [4.9072, -0.7535, -4.4380], [5.8044, -2.1719, -5.2292], [4.1927, 0.2648, -5.3864], [4.1877, 0.0981, -6.8143], [3.2331, 1.4731, -7.2738], [2.8774, 2.2447, -5.7781], [3.4573, 1.4777, -4.7014], [1.4698, 1.2428, -1.6989], [0.3694, 2.6346, -2.3051], [2.1394, 3.4938, -3.5247], [3.2659, 3.6872, -2.0192], [2.8257, 0.4664, 0.2071], [5.0820, 0.0014, 0.3251], [6.6205, -1.9849, -2.5486], [5.7418, -1.5000, -0.9410], [3.8154, -2.8060, -2.9505], [5.1733, -3.9534, -2.4964], [4.2459, -2.6440, 0.1363], [3.8257, -4.3852, -0.5281], [1.3830, -2.6807, 0.2501], [7.1324, -2.1798, -4.7573], [-0.1982, 1.5043, 6.7817], [0.5510, 1.0701, 5.5507], [1.4377, 0.2359, 5.6093], [0.1626, 1.7067, 4.2426], [0.1872, 0.9637, 7.6493], [-0.0564, 2.5747, 6.9451], [-1.2590, 1.2761, 6.6708], [0.3205, 2.7862, 4.2931], [-0.8838, 1.4867, 4.0190], [0.7829, 1.2998, 3.4458], [1.8518, 6.5231, 1.8723], [1.4410, 7.6970, 2.7206], [2.1589, 8.1185, 3.6088], [0.1062, 8.3302, 2.4277], [2.8334, 6.1692, 2.1949], [1.1318, 5.7108, 1.9883], [1.9159, 6.8256, 0.8251], [-0.6916, 7.5976, 2.5681], [0.0928, 8.7129, 1.4049], [-0.0581, 9.1629, 3.1153], [-0.6823, -0.9182, -9.3940], [0.1781, -0.9023, -8.1598], [0.0375, -0.0508, -7.2998], [1.2206, -1.9808, -8.0285], [-1.3878, -0.0850, -9.3542], [-0.0585, -0.8064, -10.2837], [-1.2460, -1.8527, -9.4410], [1.9288, -1.9163, -8.8576], [0.7406, -2.9619, -8.0165], [1.7657, -1.8456, -7.0913], [-4.0597, -0.2777, 7.8467], [-3.4683, 0.8558, 8.6403], [-2.9039, 1.7865, 8.0926], [-3.6008, 0.7955, 10.1390], [-3.8899, -0.1015, 6.7821], [-3.5793, -1.2180, 8.1270], [-5.1350, -0.3345, 8.0242], [-3.1005, -0.0972, 10.5207], [-4.6566, 0.7863, 10.4185], [-3.1295, 1.6767, 10.5800], [-3.0702, -6.1874, -9.9680], [-2.4808, -5.0474, -9.1812], [-1.9241, -4.1172, -9.7360], [-2.6061, -5.1018, -7.6818], [-2.9061, -6.0145, -11.0339], [-2.5843, -7.1239, -9.6863], [-4.1451, -6.2487, -9.7849], [-2.0996, -5.9902, -7.2985], [-3.6603, -5.1150, -7.3971], [-2.1371, -4.2163, -7.2467], [-8.0794, -3.7126, 7.4602], [-7.4877, -2.5786, 8.2539], [-6.9240, -1.6492, 7.7051], [-7.6197, -2.6382, 9.7525], [-7.9098, -3.5365, 6.3957], [-7.5994, -4.6528, 7.7404], [-9.1554, -3.7692, 7.6384], [-7.1193, -3.5307, 10.1346], [-8.6752, -2.6472, 10.0326], [-7.1481, -1.7569, 10.1930]], "forces_ev_per_a": [[3.3, 1.7, -0.3], [1.4, 1.7, -0.9], [-3.1, -0.4, -2.3], [-0.8, -1.0, 1.0], [0.4, -3.5, -0.3], [-0.9, 0.8, 0.6], [-0.5, -1.0, -0.6], [1.2, -1.3, 0.4], [-0.7, -0.1, -4.6], [0.5, 1.0, -0.2], [-0.2, -0.5, -0.3], [-0.1, 0.8, -2.8], [-1.4, 0.2, -0.8], [-0.2, 0.7, -0.2], [0.3, -0.7, 0.1], [0.1, 0.2, 0.6], [-0.4, 2.1, 2.8], [-0.1, 0.8, 0.6], [0.8, -1.3, 1.2], [-2.0, 3.5, 4.3], [0.9, -0.6, 3.7], [1.8, -2.9, 1.0], [0.7, -1.5, -2.5], [-0.4, 1.8, 0.2], [1.6, -0.5, 0.8], [1.1, -0.8, 1.4], [-0.9, -1.2, -0.8], [0.8, -0.1, -0.6], [-1.0, 0.0, -0.9], [-1.7, 0.5, 1.0], [0.1, -0.1, -1.7], [1.3, -0.5, 1.3], [-0.9, 1.2, 0.9], [-0.6, -1.2, -1.4], [0.1, 1.8, 0.1], [1.2, -0.3, -1.0], [-1.5, 0.6, -0.1], [0.3, -0.3, 0.0], [0.5, -0.4, 0.2], [-0.4, 0.3, -0.1], [0.2, -0.4, -0.1], [0.0, 0.1, -0.1], [-0.3, 0.0, -0.1], [0.1, 0.3, 0.0], [-0.2, 0.0, 0.0], [0.0, 0.2, 0.1], [-0.2, 0.0, 0.4], [0.3, 0.1, 0.3], [0.6, 0.2, 0.6], [-0.4, -0.2, -0.4], [0.0, 0.3, 0.3], [-0.1, 0.0, 0.0], [0.0, 0.1, -0.2], [-0.2, -0.2, 0.0], [0.0, 0.0, -0.2], [-0.1, -0.2, 0.0], [0.0, -0.1, -0.1], [-0.3, 0.3, 0.1], [-0.2, 0.5, 0.4], [0.1, -0.4, -0.3], [0.1, 0.1, 0.4], [0.1, -0.1, 0.0], [0.0, -0.2, 0.0], [0.2, -0.1, -0.2], [-0.1, -0.2, -0.1], [0.1, 0.0, -0.2], [-0.1, 0.0, -0.1], [0.1, 0.3, -0.3], [0.3, 0.5, -0.5], [-0.4, -0.4, 0.4], [0.2, 0.4, 0.1], [0.0, 0.0, 0.1], [-0.2, 0.0, 0.1], [0.1, -0.2, 0.1], [-0.2, -0.1, 0.0], [0.0, -0.2, 0.0], [-0.1, -0.1, -0.1], [0.1, 0.1, -0.4], [0.3, 0.5, -0.3], [-0.3, -0.5, 0.3], [0.2, 0.3, 0.1], [0.0, 0.0, 0.2], [-0.2, 0.0, 0.1], [0.1, -0.2, 0.1], [-0.2, -0.1, 0.0], [0.1, -0.2, 0.0], [-0.1, -0.1, -0.1], [0.1, 0.1, -0.4], [0.3, 0.6, -0.3], [-0.4, -0.5, 0.3], [0.2, 0.3, 0.1], [0.0, 0.0, 0.2], [-0.2, 0.0, 0.1], [0.1, -0.2, 0.1], [-0.2, -0.1, 0.0], [0.1, -0.2, 0.0], [-0.1, -0.1, -0.1]], "mulliken_charge": [-0.241, 0.241, -0.176, 0.288, -0.215, -0.630, -0.711, -0.113, 0.104, 0.454, -0.389, -0.163, -1.036, -0.479, -0.476, -0.314, 0.425, -0.206, 0.597, -0.604, 0.199, -0.569, 0.126, 0.326, 0.377, 0.380, 0.365, 0.046, 0.147, 0.214, 0.394, 0.339, 0.328, 0.328, 0.336, 0.160, 0.168, -0.777, 0.710, -0.604, -0.883, 0.307, 0.341, 0.038, 0.322, 0.376, 0.133, -0.757, 0.699, -0.567, -1.078, 0.294, 0.193, 0.302, 0.301, 0.311, 0.306, -0.860, 0.842, -0.563, -0.879, 0.299, 0.314, 0.118, 0.316, 0.277, 0.177, -0.975, 0.894, -0.574, -1.182, 0.298, 0.347, 0.261, 0.328, 0.321, 0.324, -1.145, 0.815, -0.531, -1.025, 0.293, 0.327, 0.329, 0.324, 0.345, 0.227, -1.143, 0.823, -0.543, -0.995, 0.290, 0.334, 0.340, 0.317, 0.332, 0.218]}

{"formula": "C12H38BClIO14P4", "method": "ωB97M-V/def2-TZVPD", "de_lowest_kcal_mol": 177.3, "total_charge": -1, "homo_lumo_gap_ev": 1.4, "lumo_ev": -1.86, "symbols": ["O", "B", "O", "P", "Cl", "C", "C", "C", "I", "H", "H", "H", "H", "H", "H", "H", "H", "H", "H", "H", "C", "O", "P", "O", "O", "C", "O", "C", "H", "H", "H", "H", "H", "H", "H", "H", "H", "C", "O", "P", "O", "O", "C", "O", "C", "H", "H", "H", "H", "H", "H", "H", "H", "H", "C", "O", "P", "O", "O", "C", "O", "C", "H", "H", "H", "H", "H", "H", "H", "H", "H"], "positions_angstrom": [[7.2099, 2.3734, 0.2732], [6.7482, 3.7197, -0.1132], [6.9187, 4.1383, -1.5270], [5.9707, 4.8332, 1.2319], [7.8349, 4.7526, 2.2659], [4.2989, 5.0026, 0.3649], [3.6308, 3.6604, -0.2726], [3.5066, 2.3697, 0.7490], [1.8554, 1.1208, 0.0422], [7.8318, 2.0260, -0.4305], [7.8910, 4.3767, -1.6432], [5.5506, 3.6978, 2.0630], [5.5175, 5.7894, 2.2335], [6.4670, 5.9859, 0.4721], [4.4209, 5.7801, -0.5336], [3.5215, 5.5252, 1.1041], [4.0515, 3.3572, -1.3494], [2.4946, 3.9592, -0.4999], [3.4513, 2.6531, 1.8861], [4.5150, 1.7449, 0.6271], [-0.7107, -5.2551, 1.4607], [-1.3736, -4.0350, 1.1800], [-1.6878, -3.1000, 2.6013], [-2.8802, -2.4425, 1.9015], [-0.3374, -2.1882, 2.3296], [0.1180, -1.9515, 1.0024], [-2.0019, -2.1650, 4.0226], [-2.0087, -2.9426, 5.2004], [-0.5439, -5.7885, 0.5241], [0.2536, -5.0562, 1.9387], [-1.3305, -5.8677, 2.1199], [-0.6999, -1.8830, 0.2869], [0.8061, -2.7523, 0.7233], [0.6741, -1.0139, 0.9870], [-1.0344, -3.4177, 5.3377], [-2.7887, -3.7060, 5.1387], [-2.2126, -2.2909, 6.0550], [-6.1868, -7.8795, 2.2687], [-4.8662, -7.5331, 1.8906], [-4.2924, -8.4505, 0.5408], [-2.8525, -8.2510, 1.0211], [-4.6878, -7.2237, -0.4923], [-4.6454, -5.8704, -0.0546], [-3.7186, -9.3679, -0.8090], [-4.4143, -10.5837, -0.9815], [-6.4823, -7.2640, 3.1191], [-6.8744, -7.6985, 1.4366], [-6.2231, -8.9334, 2.5554], [-3.8571, -5.6926, 0.6752], [-5.6204, -5.6095, 0.3622], [-4.4706, -5.2299, -0.9195], [-5.4741, -10.3838, -1.1567], [-4.2965, -11.2101, -0.0935], [-4.0016, -11.1093, -1.8475], [0.3656, 9.0670, -3.7099], [1.0432, 7.8864, -3.3176], [-0.0308, 6.6510, -2.7580], [1.0938, 6.0664, -1.8993], [-0.0060, 5.9238, -4.2411], [1.1498, 6.0085, -5.0666], [-1.1048, 5.4155, -2.1986], [-2.3492, 5.9238, -1.7686], [1.1001, 9.7974, -4.0513], [-0.3295, 8.8464, -4.5260], [-0.1828, 9.4770, -2.8582], [2.0734, 6.0300, -4.4902], [1.0661, 6.9006, -5.6909], [1.1710, 5.1409, -5.7266], [-2.8489, 6.4327, -2.5963], [-2.2010, 6.6208, -0.9396], [-2.9745, 5.0927, -1.4299]], "forces_ev_per_a": [[0.4, 1.9, -2.2], [1.2, -2.6, -1.5], [2.0, -0.3, 2.0], [-2.7, 1.4, -0.6], [2.2, 0.0, 1.1], [-1.9, 0.5, -1.4], [-2.2, 0.5, -0.2], [3.1, 1.0, -0.3], [0.7, 0.6, 0.4], [-1.2, 0.5, 1.0], [-1.9, -0.4, 0.1], [-0.2, 0.0, 0.0], [0.1, -0.2, 0.3], [0.3, 0.1, -0.1], [-0.3, -1.7, 1.8], [1.5, -1.3, -1.5], [-0.6, 0.4, 2.6], [2.4, -0.6, 0.3], [-0.4, -0.5, -2.4], [-2.4, 1.1, 0.4], [0.4, -0.5, -0.2], [-0.1, -1.8, 2.8], [-2.0, 8.5, -6.3], [0.0, -1.6, 0.8], [-0.4, -0.8, 1.5], [0.5, -0.3, -0.3], [1.4, -3.0, 0.3], [0.0, 0.0, 0.8], [-0.1, 0.0, 0.1], [0.1, -0.2, 0.0], [0.2, -0.3, -0.2], [-0.1, -0.1, 0.1], [-0.1, 0.1, -0.2], [-0.2, -0.2, 0.5], [0.0, 0.0, 0.3], [0.0, -0.1, 0.2], [0.0, -0.1, -0.2], [-0.5, 0.2, 0.3], [-1.7, -2.9, -0.4], [8.1, 7.0, -1.2], [-1.2, -1.2, 0.6], [-0.5, -1.6, -0.3], [-0.5, 0.5, 0.2], [-3.0, -0.6, 1.3], [-0.2, -0.7, -0.5], [0.0, 0.0, -0.1], [-0.2, 0.0, 0.1], [-0.3, 0.1, 0.2], [0.0, -0.1, 0.0], [0.2, 0.2, 0.1], [0.0, -0.3, -0.1], [-0.1, -0.3, -0.2], [-0.1, -0.2, -0.1], [-0.1, 0.1, 0.2], [0.1, 0.4, -0.3], [-3.0, 1.3, 0.8], [8.0, -7.1, -0.3], [-1.2, 1.5, 0.2], [-1.3, 0.3, 0.4], [0.0, 0.4, -0.4], [-1.2, 2.9, -1.0], [-0.7, -0.2, 0.2], [0.0, -0.1, 0.0], [-0.1, 0.2, -0.1], [0.0, 0.3, -0.1], [-0.1, 0.0, 0.1], [0.3, 0.0, 0.0], [-0.3, -0.1, 0.2], [-0.3, 0.0, 0.1], [-0.2, 0.0, 0.1], [0.2, 0.1, -0.1]], "mulliken_charge": [-0.595, 0.565, -0.634, 0.117, -0.468, -0.956, -0.212, -0.608, -0.036, 0.275, 0.267, -0.129, 0.038, -0.053, 0.193, 0.327, 0.195, 0.210, 0.416, 0.240, -0.889, -0.310, 1.008, -0.628, -0.313, -0.325, -0.242, -0.764, 0.241, 0.399, 0.388, 0.300, 0.233, -0.103, 0.321, 0.327, 0.229, -0.836, -0.223, 0.876, -0.582, -0.304, -0.575, -0.215, -0.786, 0.227, 0.363, 0.339, 0.291, 0.246, 0.268, 0.326, 0.353, 0.229, -0.812, -0.288, 0.750, -0.412, -0.305, -0.603, -0.195, -0.807, 0.240, 0.345, 0.334, 0.306, 0.234, 0.274, 0.320, 0.367, 0.229]}